1.
ORCA calculation (ωB97M-V with the def2-TZVPD basis set) on a cluster of 2 separate species, C8H20N2 in total at a distorted geometry.

Atoms and positions in Å:
C: 0.69 0.86 -0.78
C: -0.11 -1.72 1.01
C: 0.66 -1.99 2.33
C: 0.04 -2.92 0.08
C: 1.18 1.97 -2.89
C: 0.86 3.29 -0.93
C: -1.15 0.06 1.92
C: -1.98 -0.71 -0.19
N: 0.91 1.93 -1.44
N: -0.85 -0.71 0.79
H: 0.80 -0.10 -1.25
H: 0.44 0.75 0.28
H: -0.12 -2.06 3.08
H: 1.39 -1.27 2.59
H: 1.17 -2.97 2.30
H: -0.59 -2.66 -0.78
H: -0.38 -3.82 0.59
H: 1.10 -3.09 -0.17
H: 2.24 2.19 -2.84
H: 1.03 1.01 -3.40
H: 0.81 2.81 -3.50
H: 1.04 3.24 0.14
H: 1.69 3.87 -1.34
H: -0.12 3.86 -1.20
H: -0.27 0.16 2.50
H: -1.65 1.03 1.66
H: -1.96 -0.52 2.57
H: -2.70 -1.32 0.35
H: -2.25 0.30 -0.52
H: -1.91 -1.47 -0.99

- 2S+1: 1
- Charge: +2
- Largest force on an atom: 4.5 eV Å⁻¹
- HOMO level: -19.18 eV
- ΔE to the lowest compared entry with this formula, charge and spin: 3.8 kcal/mol

***

2.
ORCA calculation (ωB97M-V with the def2-TZVPD basis set) on a structure of composition C8H20N2O20S3V2 at a distorted geometry.

Atoms and positions in Å:
O: 3.33 -1.46 -2.50
V: 1.98 -2.03 -3.12
O: 2.54 -2.64 -4.50
O: -1.05 -5.32 0.18
V: -0.06 -5.18 -0.99
O: -0.07 -6.67 -1.63
N: 0.15 -1.52 -0.38
O: 0.16 -2.78 -0.18
O: 0.82 -1.00 -1.31
O: -0.61 -0.83 0.28
N: -1.40 -3.12 -3.14
O: -1.43 -4.24 -2.55
O: -0.29 -2.56 -3.36
O: -2.42 -2.61 -3.53
C: 2.91 -2.10 1.83
C: 3.85 -2.29 0.59
O: 4.97 -3.00 0.99
S: 4.85 -3.54 2.50
O: 6.11 -3.36 3.16
O: 4.22 -4.82 2.57
O: 3.79 -2.32 2.92
H: 2.03 -2.75 1.79
H: 2.62 -1.05 1.84
H: 4.01 -1.35 0.06
H: 3.28 -2.90 -0.13
O: -2.99 1.49 -0.49
S: -3.42 1.31 0.87
O: -2.50 1.70 1.92
O: -4.85 2.03 0.99
C: -5.56 1.93 2.24
C: -6.06 3.30 2.65
C: -3.92 -0.41 1.12
H: -4.93 1.49 3.00
H: -6.44 1.30 2.07
H: -5.29 4.04 2.44
H: -6.24 3.32 3.73
H: -6.98 3.62 2.18
H: -3.28 -1.16 0.68
H: -4.93 -0.46 0.70
H: -4.00 -0.49 2.20
O: -0.16 4.03 0.46
S: 0.52 3.08 -0.35
O: -0.13 2.51 -1.51
O: 1.96 3.74 -0.85
C: 2.44 3.41 -2.16
C: 3.08 4.64 -2.80
C: 1.21 1.79 0.66
H: 1.62 3.15 -2.83
H: 3.07 2.53 -2.03
H: 2.29 5.29 -3.18
H: 3.67 4.29 -3.64
H: 3.61 5.17 -2.01
H: 1.76 1.16 -0.03
H: 0.35 1.35 1.17
H: 1.80 2.32 1.40

- 2S+1: 1
- Charge: 0
- Largest force on an atom: 3.6 eV Å⁻¹
- HOMO level: -10.83 eV
- ΔE to the lowest compared entry with this formula, charge and spin: 0.0 kcal/mol

***

3.
ORCA calculation (ωB97M-V with the def2-TZVPD basis set) on the ion C8H20N3S with charge +1 at a distorted geometry.

Atoms and positions in Å:
C: 1.52 0.75 -0.87
C: 2.22 0.69 0.40
C: -0.77 -0.20 -0.79
C: -0.84 -0.90 0.55
C: -1.92 -0.79 -1.70
C: 0.79 -0.66 -2.71
C: -2.97 0.40 1.26
C: 1.82 0.54 2.79
N: 0.65 -0.37 -1.27
N: -1.98 -0.70 1.31
N: 1.23 0.90 1.51
S: 0.11 -2.23 0.70
H: 0.87 1.67 -0.80
H: 2.20 0.89 -1.68
H: 2.73 -0.28 0.41
H: 3.08 1.32 0.50
H: -0.98 0.86 -0.55
H: -1.58 -1.79 -2.14
H: -2.14 -0.07 -2.55
H: -2.85 -0.86 -1.14
H: 1.85 -0.66 -2.84
H: 0.37 -1.65 -2.87
H: 0.34 0.16 -3.37
H: -3.74 0.13 0.45
H: -3.55 0.57 2.09
H: -2.53 1.42 0.95
H: 1.13 0.71 3.64
H: 2.20 -0.50 2.85
H: 2.73 1.14 2.94
H: -2.08 -1.26 2.12
H: 1.07 1.93 1.50
H: 1.05 -1.15 -0.71

- 2S+1: 1
- Charge: +1
- Largest force on an atom: 5.0 eV Å⁻¹
- HOMO level: -12.39 eV
- ΔE to the lowest compared entry with this formula, charge and spin: 1.9 kcal/mol
- SMILES: CNCC[N@H+](C)[C@@H](C)C(=S)NC

***

4.
ORCA calculation (ωB97M-V with the def2-TZVPD basis set) on a structure of composition C8H21BCeI2NOP2 at a distorted geometry.

Atoms and positions in Å:
I: 0.35 -1.88 -3.69
I: -0.52 1.84 -2.96
Ce: 0.00 -0.57 -1.12
P: -2.65 -0.02 -0.53
C: -3.75 1.37 -0.16
C: -3.34 -0.58 -2.13
H: -4.41 -0.69 -2.04
H: -4.48 -1.33 0.42
H: -2.88 -1.54 -2.40
H: -2.94 -2.24 0.34
H: -3.59 2.19 -0.85
H: -3.09 0.16 -2.90
C: -3.40 -1.28 0.58
H: -4.80 1.06 -0.24
H: -3.17 -1.00 1.61
H: -3.59 1.76 0.85
P: 2.65 0.10 -0.53
C: 3.72 1.50 -0.14
C: 3.43 -1.15 0.58
H: 2.97 -1.42 -2.37
H: 4.47 -0.53 -2.02
H: 3.12 0.28 -2.88
C: 3.40 -0.45 -2.11
H: 3.00 -2.13 0.34
H: 4.52 -1.18 0.44
H: 4.77 1.23 -0.21
H: 3.54 1.88 0.87
H: 3.19 -0.88 1.62
H: 3.53 2.33 -0.82
C: 0.04 1.75 0.00
O: -0.02 2.84 0.38
B: -0.02 -0.18 4.17
C: -0.01 -0.46 2.59
N: 0.00 -0.64 1.43
H: -0.96 0.50 4.50
H: 0.94 0.47 4.49
H: -0.04 -1.11 4.91

- 2S+1: 2
- Charge: +2
- Largest force on an atom: 4.5 eV Å⁻¹
- Expectation value of S²: 0.89
- HOMO level (alpha / beta): -14.87 / -14.72 eV

***

> Look up the charge of the fourth one.

+2

***

> Which formula does entry 4 have?

C8H21BCeI2NOP2

***

> The highest 2S+1 belongs to which entry?

C8H21BCeI2NOP2

***

> Among the records above, which one has the highest 2S+1?

C8H21BCeI2NOP2